Entry 1:
{"formula": "C5H4CaO2", "method": "the ωB97M-V functional and the def2-TZVPD basis", "elements": ["O", "C", "C", "C", "C", "H", "H", "H", "C", "O", "Ca", "H"], "coordinates": [[2.7978, 0.9203, 0.2757], [1.9036, 0.2355, 0.5837], [1.3573, -0.7719, 1.3150], [0.1019, -1.3139, 0.9927], [-1.1476, -0.9365, 0.7109], [2.0124, -1.2362, 2.0584], [-1.6369, -0.1693, 1.3280], [-1.7963, -1.5321, 0.0606], [-0.9823, 0.7559, -1.7575], [-0.1912, 1.6234, -1.2410], [-1.9305, 2.6243, -2.2780], [-0.4883, -0.1994, -2.0485]], "atomic_forces_ev_per_a": [[-1.6, -0.1, -0.8], [2.7, -0.4, 2.1], [-1.3, -0.1, -0.7], [-0.8, 0.8, -1.1], [0.7, -0.8, 0.8], [0.0, 0.4, -0.3], [0.2, 0.1, -0.4], [0.1, 0.0, 0.3], [2.3, -0.2, -0.1], [-1.9, -0.7, -1.1], [0.0, 0.8, 0.5], [-0.3, 0.1, 0.8]], "nbo_charge": [-0.392, 0.726, -0.590, 0.104, -0.544, 0.296, 0.200, 0.215, -0.220, -0.732, 1.779, 0.159], "s_squared": 0.77, "gap_ha": [0.142, 0.246], "homo_ev": [-9.48, -12.33], "largest_force_ev_per_a": 3.4, "spin_multiplicity": 2, "total_energy_ha": -1020.560369, "lumo_ev": [-5.63, -5.64], "total_charge": 1}

=====

Entry 2:
{"formula": "C2H4N2O2", "method": "the ωB97M-V functional and the def2-TZVPD basis", "elements": ["N", "C", "O", "N", "C", "O", "H", "H", "H", "H"], "coordinates": [[1.8012, 0.1658, 0.0472], [0.5247, 0.0293, 0.5385], [0.2538, -0.0057, 1.7213], [-0.4547, -0.0203, -0.4595], [-1.8097, -0.0574, -0.1776], [-2.6547, 0.0261, -1.0378], [2.0491, -0.2117, -0.8546], [2.5169, 0.0887, 0.7522], [-0.2185, 0.1543, -1.4269], [-2.0080, -0.1690, 0.8973]], "atomic_forces_ev_per_a": [[0.0, -0.1, 0.1], [-0.1, 0.0, 0.2], [0.1, 0.1, -0.5], [-0.1, 0.1, -0.1], [-0.2, 0.0, -0.1], [0.4, -0.1, 0.3], [-0.2, 0.1, 0.1], [0.0, 0.0, 0.0], [0.0, 0.0, 0.1], [0.0, 0.0, -0.1]], "nbo_charge": [-0.835, 0.787, -0.615, -0.673, 0.541, -0.563, 0.391, 0.407, 0.408, 0.152], "gap_ha": 0.400, "homo_ev": -10.31, "largest_force_ev_per_a": 0.5, "spin_multiplicity": 1, "total_energy_ha": -338.646165, "lumo_ev": 0.58, "relative_energy_kj_mol": 18.46, "smiles": "NC(=O)NC=O"}

=====

Entry 3:
{"formula": "C4H12NO2P", "method": "the ωB97M-V functional and the def2-TZVPD basis", "elements": ["H", "N", "C", "C", "C", "P", "C", "O", "H", "H", "H", "H", "H", "H", "H", "H", "H", "O", "H", "H"], "coordinates": [[0.4486, 0.4279, 2.5733], [-0.1513, 0.4325, 1.7566], [0.0783, -0.2100, 0.7104], [1.2962, -1.0326, 0.3250], [2.1518, -0.0128, -0.4799], [-1.2662, 0.0996, -0.6276], [-1.9235, -1.7507, -0.4309], [-2.3498, 0.8139, 0.3566], [1.1821, -1.8252, -0.3512], [1.8021, -1.2382, 1.1791], [2.1868, 0.9427, 0.0999], [3.0245, -0.4852, -0.7998], [1.5605, 0.2702, -1.4552], [-1.9981, -1.9034, 0.6328], [-1.2301, -2.3818, -0.8864], [-2.8553, -1.9164, -0.8883], [-1.8315, 1.2441, 0.9857], [0.2385, 2.6606, -0.6251], [-0.1468, 2.3609, -1.5056], [-0.2165, 3.5038, -0.5693]], "atomic_forces_ev_per_a": [[0.5, -0.5, -0.2], [-0.6, 0.8, 0.7], [-0.5, -0.7, -1.4], [-0.9, 3.6, -1.7], [-3.3, 1.7, -0.9], [-0.3, -2.6, 0.5], [0.7, 2.8, 0.7], [-1.6, -0.9, -2.3], [-0.8, -1.5, -0.4], [1.6, -1.3, 2.6], [0.8, -0.8, -0.6], [1.8, -0.2, -0.2], [1.1, -0.5, 1.7], [0.0, -0.3, 0.4], [1.3, -1.2, -0.6], [-1.3, 0.1, -0.6], [1.5, 1.4, 2.6], [-0.9, -0.3, -2.0], [0.9, 0.0, 1.5], [0.1, 0.4, 0.5]], "nbo_charge": [0.355, -0.712, 0.111, -0.491, -0.585, 0.982, -0.893, -0.988, 0.219, 0.206, 0.228, 0.210, 0.200, 0.221, 0.206, 0.223, 0.502, -0.940, 0.476, 0.470], "gap_ha": 0.342, "homo_ev": -8.48, "largest_force_ev_per_a": 4.0, "spin_multiplicity": 1, "total_energy_ha": -706.158393, "lumo_ev": 0.84, "relative_energy_kj_mol": 213.24, "smiles": "[H]/N=C(\\CC)P(C)O.O"}

=====

Entry 4:
{"formula": "C23H16BrClN5O3Sc", "method": "the ωB97M-V functional and the def2-TZVPD basis", "elements": ["Sc", "O", "C", "N", "C", "C", "C", "C", "C", "C", "N", "C", "O", "C", "C", "C", "C", "C", "N", "C", "C", "C", "C", "C", "N", "H", "H", "H", "H", "H", "H", "H", "H", "H", "H", "H", "H", "O", "C", "C", "C", "N", "C", "Br", "C", "H", "H", "H", "H", "Cl"], "coordinates": [[0.3461, 0.5269, 0.0541], [0.0867, 4.6714, 0.4944], [-0.0643, 3.4837, 0.2332], [0.3058, 2.3934, 0.9127], [0.9263, 2.3811, 2.1624], [1.5709, 3.4557, 2.7682], [2.0728, 3.3233, 4.0524], [1.9364, 2.1267, 4.7390], [1.3275, 1.0342, 4.1438], [0.8405, 1.1323, 2.8436], [0.2549, 0.1011, 2.0988], [-0.2585, -1.0050, 2.6437], [-0.2458, -1.3940, 3.8073], [-0.9932, -1.8307, 1.6032], [-1.5959, -3.0253, 2.0002], [-2.3148, -3.7576, 1.0781], [-2.4042, -3.2740, -0.2215], [-1.7710, -2.0858, -0.5348], [-1.0799, -1.3621, 0.3470], [-0.8854, 3.0849, -0.9878], [-1.4384, 4.0899, -1.7801], [-2.2787, 3.7504, -2.8202], [-2.5620, 2.4069, -3.0247], [-1.9591, 1.4722, -2.2066], [-1.1214, 1.7804, -1.2137], [1.6623, 4.3799, 2.2213], [2.5617, 4.1607, 4.5261], [2.3150, 2.0277, 5.7467], [1.2162, 0.1076, 4.6842], [-1.4773, -3.3338, 3.0274], [-2.8088, -4.6738, 1.3620], [-2.9567, -3.8066, -0.9783], [-1.8262, -1.6904, -1.5427], [-1.1825, 5.1114, -1.5395], [-2.7107, 4.5076, -3.4560], [-3.2267, 2.0855, -3.8090], [-2.1614, 0.4177, -2.3455], [2.2172, -4.5470, -3.9151], [1.8979, -3.5301, -3.1118], [1.8299, -3.6328, -1.7200], [1.3601, -2.5591, -0.9913], [0.9829, -1.4018, -1.5406], [1.1727, -1.2812, -2.8473], [0.7974, 0.4239, -3.5717], [1.5967, -2.2928, -3.6820], [2.3827, -5.3560, -3.4130], [2.1265, -4.5428, -1.2220], [1.2495, -2.6269, 0.0841], [1.6864, -2.1424, -4.7421], [2.6023, 0.7135, -0.4159]], "atomic_forces_ev_per_a": [[-0.3, -1.0, -0.6], [0.0, -0.2, -0.2], [-0.1, 0.0, 0.3], [-0.2, 0.4, -0.2], [0.1, -0.2, 0.7], [-0.1, -0.1, -0.2], [0.0, -0.2, 0.1], [0.1, 0.1, 0.0], [-0.1, -0.2, -0.1], [0.3, 0.8, 0.2], [-0.1, -0.1, 0.0], [0.0, 0.0, 0.1], [-0.1, 0.0, -0.2], [-0.3, -0.4, 0.1], [0.2, 0.2, -0.1], [0.1, 0.2, -0.1], [0.0, 0.0, 0.1], [-0.2, 0.0, -0.2], [-0.1, -0.1, 0.6], [-0.2, 0.4, -0.2], [0.2, -0.1, 0.2], [0.1, -0.2, 0.1], [0.1, 0.0, 0.1], [-0.2, -0.2, 0.0], [-0.1, 0.5, 0.0], [0.0, 0.1, 0.0], [0.1, 0.1, 0.0], [0.0, 0.0, 0.1], [0.0, 0.0, -0.1], [0.0, 0.0, 0.1], [0.0, -0.1, 0.0], [-0.1, 0.0, -0.1], [0.1, 0.0, 0.0], [0.0, 0.0, 0.0], [-0.1, 0.1, 0.0], [-0.1, -0.1, -0.1], [0.0, 0.0, -0.1], [0.2, -0.3, -0.3], [-0.3, 0.7, 0.6], [0.0, 0.0, -0.1], [-0.1, -0.1, -0.2], [0.0, 0.1, -0.3], [-0.1, 0.0, 0.2], [0.1, -0.2, -0.3], [0.1, -0.3, 0.0], [0.0, 0.2, 0.0], [0.0, -0.1, 0.1], [0.1, -0.1, 0.0], [0.0, 0.0, -0.2], [0.9, 0.2, 0.0]], "nbo_charge": [1.566, -0.625, 0.629, -0.739, 0.114, -0.219, -0.218, -0.223, -0.244, 0.195, -0.760, 0.624, -0.630, 0.153, -0.214, -0.145, -0.258, 0.065, -0.504, 0.176, -0.216, -0.137, -0.263, 0.076, -0.530, 0.241, 0.208, 0.207, 0.241, 0.260, 0.225, 0.227, 0.196, 0.260, 0.225, 0.228, 0.195, -0.636, 0.372, -0.330, 0.091, -0.527, 0.187, 0.126, -0.330, 0.492, 0.225, 0.218, 0.249, -0.522], "gap_ha": 0.252, "homo_ev": -7.17, "largest_force_ev_per_a": 1.2, "spin_multiplicity": 1, "total_energy_ha": -5180.751160, "lumo_ev": -0.30, "relative_energy_kj_mol": 89.38}